C30H46O2P2Ti as an isolated structure, computed with ωB97M-V/def2-TZVPD.

As for the net charge: +1. The value obtained for the energy is -77637.8308 eV. The frontier orbital gap (spin up / spin down) is 6.3 / 6.7 eV. The LUMO energy (spin up / spin down) comes out at -4.0895 / -3.8343 eV. The value obtained for the energy above the lowest of the compared OMol25 structures with the same formula, charge and spin is 0.0 kcal per mole. The spin multiplicity is 2. As for the highest occupied orbital energy (spin up / spin down): -10.44 / -10.51 eV.

```
81
C30H46O2P2Ti (ωB97M-V/def2-TZVPD)
Ti -0.045 -0.422 0.944
C -2.057 -1.092 2.696
C -1.621 -2.019 1.682
C 0.118 -1.670 3.199
C -0.979 -0.850 3.587
C -0.254 -2.408 2.020
C -3.456 -0.640 2.912
H -4.056 -0.694 1.995
H -3.497 0.389 3.296
H -3.944 -1.284 3.660
C -1.020 -0.032 4.819
H -1.866 0.660 4.819
H -0.108 0.574 4.903
H -1.083 -0.656 5.720
C 1.338 -1.915 3.992
H 1.135 -2.581 4.838
H 1.743 -0.982 4.397
H 2.115 -2.376 3.377
C 0.470 -3.607 1.499
H 0.398 -4.440 2.219
H 1.539 -3.391 1.353
H 0.054 -3.959 0.545
C -2.509 -2.838 0.804
H -2.766 -3.794 1.296
H -2.014 -3.086 -0.144
H -3.452 -2.324 0.578
C -0.807 1.601 0.159
C -1.914 0.769 0.182
C -2.474 0.060 -1.014
C -1.371 -0.554 -1.887
C -0.118 -1.081 -1.226
C 1.089 -0.387 -0.973
C 1.324 1.096 -1.170
C 0.060 1.962 -1.026
H -3.065 0.757 -1.644
H -1.089 0.237 -2.625
H -3.190 -0.714 -0.698
H -0.482 1.977 -1.980
H -0.654 2.240 1.031
H -2.580 0.829 1.052
H 0.405 2.992 -0.854
H 2.051 1.465 -0.422
H 2.001 -0.983 -0.849
H 1.778 1.293 -2.156
H -1.825 -1.376 -2.473
H -0.049 -2.175 -1.243
P -0.740 1.155 -4.383
C -0.872 2.949 -4.699
C -1.964 0.486 -5.569
P 1.574 -0.860 -4.939
C 0.845 0.823 -5.229
C 0.874 -1.710 -6.434
C 3.146 -0.405 -5.806
H -0.001 3.452 -4.260
H -1.782 3.347 -4.235
H -0.896 3.108 -5.786
H -1.880 1.023 -6.525
H -2.973 0.636 -5.167
H -1.828 -0.589 -5.722
H 2.930 -0.066 -6.829
H 3.817 -1.267 -5.831
H 3.632 0.405 -5.256
H 1.576 1.572 -4.865
H 0.664 0.963 -6.311
H 1.382 -2.675 -6.545
H 1.044 -1.118 -7.342
H -0.195 -1.910 -6.319
O 1.923 2.593 1.683
C 1.708 1.651 2.437
O 1.225 0.473 2.026
C 1.951 1.784 3.917
C 2.942 1.053 4.580
C 3.101 1.197 5.967
C 2.255 2.042 6.683
C 1.294 2.799 6.015
C 1.149 2.680 4.628
H 3.574 0.371 4.010
H 3.877 0.627 6.485
H 2.341 2.105 7.778
H 0.640 3.477 6.567
H 0.399 3.255 4.085
```

Just the Löwdin charges please, in e? Sure, here they are: Ti 1.101; C -0.211; C -0.301; C -0.230; C -0.200; C -0.315; C -0.022; H 0.082; H 0.089; H 0.114; C 0.003; H 0.086; H 0.064; H 0.108; C -0.001; H 0.112; H 0.058; H 0.092; C -0.025; H 0.107; H 0.088; H 0.080; C -0.035; H 0.105; H 0.077; H 0.071; C -0.124; C -0.134; C -0.154; C -0.241; C -0.172; C -0.178; C -0.167; C -0.159; H 0.139; H -0.046; H 0.097; H 0.059; H 0.127; H 0.107; H 0.135; H 0.108; H 0.130; H 0.120; H 0.130; H 0.114; P 0.816; C -0.282; C -0.261; P 0.813; C -0.595; C -0.319; C -0.325; H 0.042; H 0.044; H 0.046; H 0.050; H 0.043; H 0.024; H 0.044; H 0.037; H 0.032; H 0.050; H 0.057; H 0.039; H 0.043; H 0.013; O 0.100; C -0.484; O -0.143; C -0.165; C -0.046; C -0.063; C -0.076; C -0.070; C -0.042; H 0.126; H 0.113; H 0.115; H 0.112; H 0.126